Arrangement one

Molecular formula: C10H13O2
Method: DFT, wB97M-V/def2-TZVPD

XYZ file:
```
25
Properties=species:S:1:pos:R:3:mulliken_charge:R:1
O 1.50837 4.95125 0.13597 -0.73
O 1.97329 3.07695 1.30333 -0.72
C -0.02708 -3.11666 0.37100 -0.35
C -1.32104 -1.30252 -1.20789 -0.19
C -0.22324 -0.92740 -0.42756 0.36
C 1.72707 -1.62600 1.20388 -1.41
C -1.24754 -3.45719 -0.34058 -0.51
C -1.85523 -2.61823 -1.22103 -0.52
C -0.94313 2.68742 0.16658 -0.97
C 1.38441 3.76305 0.44608 0.36
C 0.48319 2.94079 -0.53212 -0.51
C 0.50072 -1.81263 0.37251 0.36
H 0.56343 -3.87370 0.99745 0.24
H 1.63972 -1.54751 2.27309 0.32
H -1.42136 -4.55919 -0.25358 0.25
H 2.50742 -2.38748 1.25991 0.35
H -1.26249 1.61122 0.48062 0.21
H 0.29934 3.72378 -1.46388 0.23
H -1.74290 3.10295 -0.43423 0.28
H 2.23670 -0.68171 0.95241 0.36
H 0.10256 0.15259 -0.54872 -0.05
H -1.79256 -0.46944 -1.76432 0.35
H -2.62343 -2.91708 -1.88865 0.42
H 0.73696 2.07343 -0.99508 0.51
H -1.20319 3.21329 1.11479 0.35
```

Net charge: -1
Spin multiplicity: 1
HOMO energy (eV): -3.911
Frontier orbital gap (eV): 6.905

***

Arrangement two

Molecular formula: C10H13O2
Method: DFT, wB97M-V/def2-TZVPD

XYZ file:
```
25
Properties=species:S:1:pos:R:3:mulliken_charge:R:1
O -0.64767 -2.51692 -1.29773 -0.71
O -2.49697 -1.20910 -1.50501 -0.74
C -0.15277 1.40701 0.89906 -0.05
C 0.50299 0.19067 2.80841 -0.23
C -1.35892 -1.59153 -1.75005 0.57
C 0.42425 2.55954 1.36392 -0.69
C 1.34390 1.30918 3.19143 -0.50
C -0.48447 -0.62862 -2.88753 -0.52
C -0.22613 0.19570 1.62530 0.58
C 1.35533 2.46947 2.39658 -0.39
C 0.73890 -1.35690 -3.36746 -1.08
C -1.02997 -0.94829 1.15295 -1.51
H 0.27063 -0.61066 3.51322 0.31
H 0.82537 -2.51779 -2.93988 0.21
H -1.73967 -0.65585 0.29231 0.24
H -0.35896 -1.75948 0.85540 0.33
H -1.32641 -0.38802 -3.66549 0.26
H 1.60313 -1.07435 -2.90319 0.31
H 0.90007 -1.29579 -4.41105 0.33
H 2.10925 3.12752 2.61707 0.45
H 1.93906 1.28109 4.13866 0.28
H -0.41177 0.38637 -2.71073 0.40
H -1.58863 -1.40937 1.87897 0.52
H 0.40587 3.53170 0.75526 0.24
H -0.59640 1.50443 -0.05041 0.37
```

Net charge: -1
Spin multiplicity: 1
HOMO energy (eV): -4.100
Frontier orbital gap (eV): 7.469

***

Arrangement three

Molecular formula: C10H13O2
Method: DFT, wB97M-V/def2-TZVPD

XYZ file:
```
25
Properties=species:S:1:pos:R:3:mulliken_charge:R:1
O 1.86683 -0.02423 3.63018 -0.75
O 2.79547 -0.17430 1.57843 -0.74
C -2.87434 -0.42399 -1.97543 -0.43
C -0.46091 0.60395 1.91285 -0.95
C -0.77104 -1.50984 -1.59038 -0.41
C 1.35029 -0.19432 -1.44515 -1.47
C 0.91287 1.27967 1.88638 -0.30
C -2.15085 -1.58080 -1.71608 -0.54
C 1.97651 0.26775 2.42075 0.41
C -0.13583 -0.27360 -1.71245 0.98
C -2.23866 0.79623 -2.10327 -0.42
C -0.86112 0.88397 -1.94830 -0.40
H -2.83755 1.64234 -2.41508 0.35
H -0.41559 -0.47110 2.09378 0.29
H -3.95266 -0.47583 -2.06045 0.36
H 1.51424 -0.11917 -0.36721 0.20
H -1.01516 0.84464 1.00138 0.16
H -2.63978 -2.54604 -1.76778 0.35
H 1.18523 1.51600 0.85629 0.15
H -0.14953 -2.33491 -1.25593 0.35
H 1.89146 -1.08573 -1.75426 0.45
H 1.02358 2.18929 2.47269 0.41
H -1.07738 0.91530 2.76153 0.35
H -0.40488 1.86328 -2.07795 0.30
H 1.78281 0.69917 -1.90135 0.32
```

Net charge: -1
Spin multiplicity: 1
HOMO energy (eV): -3.963
Frontier orbital gap (eV): 7.190

***

Most stable structure: arrangement three

***

Arrangement one

Molecular formula: CrH18O9
Method: DFT, wB97M-V/def2-TZVPD

XYZ file:
```
28
Properties=species:S:1:pos:R:3:mulliken_charge:R:1
Cr 0.12596 0.05779 -0.03120 0.80
O 2.17595 1.16402 -0.56782 -0.40
O -1.97163 0.39085 0.02311 -0.31
O 1.56872 -0.49614 1.52372 -0.30
O -0.49223 -1.82119 0.50378 -0.27
O 1.14900 -1.05710 -1.46278 -0.25
O -0.15223 1.43189 -1.63612 -0.31
O 0.15129 1.86519 1.18054 -0.19
O -1.41166 -1.08421 -2.23118 -0.50
O -0.97360 -0.05667 2.67171 -0.46
H 3.00917 0.89466 -0.95435 0.27
H 2.05975 -1.33891 -1.37708 0.32
H -2.49164 0.89674 -0.60132 0.29
H -0.62899 2.40859 1.29065 0.29
H -2.60088 -0.20081 0.43566 0.27
H -0.93531 1.50134 -2.18220 0.28
H 0.05854 -2.59997 0.58367 0.32
H -1.25220 -1.00793 -3.17192 0.31
H 1.46968 -1.17510 2.19112 0.28
H 2.19356 2.12044 -0.60204 0.32
H -1.32732 -2.07660 0.89573 0.24
H 0.54991 1.79464 -2.17617 0.32
H 0.80146 2.25801 1.76295 0.27
H 2.31990 0.02006 1.81613 0.27
H -1.78120 -0.42129 3.03375 0.28
H -0.35302 -0.07792 3.40016 0.30
H 0.79429 -1.60196 -2.16531 0.28
H -2.05526 -1.78843 -2.15319 0.28
```

Net charge: +3
Spin multiplicity: 4
HOMO energy (spin up / spin down) (eV): -22.380 / -22.370
Frontier orbital gap (spin up / spin down) (eV): 7.878 / 9.371
Expectation value of S²: 3.763

***

Arrangement two

Molecular formula: CrH18O9
Method: DFT, wB97M-V/def2-TZVPD

XYZ file:
```
28
Properties=species:S:1:pos:R:3:mulliken_charge:R:1
Cr -11.65832 -17.75204 13.62468 0.65
O -11.51215 -19.81646 13.75542 -0.32
O -13.19784 -15.78727 12.14455 -0.53
O -12.64255 -18.69552 16.08142 -0.48
O -10.28139 -17.62594 15.24695 -0.20
O -10.44428 -16.08404 12.95631 -0.26
O -12.47567 -16.19206 14.79140 -0.23
O -13.71776 -18.38386 13.59396 -0.22
O -11.80600 -18.11386 11.60601 -0.26
O -9.44778 -18.68804 12.75925 -0.38
H -13.72500 -15.27784 12.76001 0.28
H -12.25550 -15.26134 14.75246 0.31
H -10.54272 -15.41380 12.28006 0.27
H -14.43391 -18.43102 14.22732 0.26
H -13.76536 -15.90520 11.38281 0.31
H -13.06764 -16.26752 15.53981 0.26
H -8.54475 -18.76827 13.06638 0.28
H -9.67114 -15.81350 13.45159 0.30
H -10.08702 -16.99718 15.94202 0.29
H -10.72047 -20.25269 13.44050 0.30
H -14.09960 -18.70179 12.77583 0.29
H -12.43138 -18.42616 16.97533 0.29
H -13.39796 -19.27545 16.17763 0.29
H -11.69163 -17.48984 10.88924 0.28
H -12.03120 -20.51700 14.15045 0.28
H -11.87066 -18.96581 11.17447 0.33
H -9.44261 -19.09076 11.89090 0.31
H -9.78417 -18.40838 15.48522 0.29
```

Net charge: +3
Spin multiplicity: 4
HOMO energy (spin up / spin down) (eV): -22.424 / -22.403
Frontier orbital gap (spin up / spin down) (eV): 7.872 / 9.312
Expectation value of S²: 3.762

***

Most stable structure: arrangement two

***

Arrangement one

Molecular formula: C4H13N3
Method: DFT, wB97M-V/def2-TZVPD

XYZ file:
```
20
Properties=species:S:1:pos:R:3:mulliken_charge:R:1
N 2.39523 -1.07589 0.95524 -0.58
N -2.59452 -0.74074 0.74040 -0.56
N 0.02429 -0.00049 -0.41492 0.01
C -1.19243 0.83190 -0.41753 -0.64
C 1.24578 0.74864 -0.22927 -0.45
C 2.43407 -0.27444 -0.28152 -0.68
C -2.51967 -0.00415 -0.52042 -0.54
H 3.36764 0.41814 -0.40828 0.38
H 2.70888 -0.43246 1.71990 0.23
H -2.87660 -0.07938 1.48427 0.22
H 1.63615 1.26934 -1.14589 0.34
H 1.33387 1.23836 0.76367 0.33
H -1.10433 1.50908 -1.29381 0.42
H -3.36583 -1.43814 0.66439 0.27
H 3.17326 -1.66322 0.76677 0.29
H -2.32074 -0.81395 -1.25885 0.33
H -3.36576 0.63750 -0.77637 0.39
H 2.35609 -1.03242 -1.09222 0.38
H -0.11460 -0.67208 0.34037 0.48
H -1.22077 1.57440 0.40408 0.37
```

Net charge: +1
Spin multiplicity: 2
HOMO energy (spin up / spin down) (eV): -14.046 / -13.861
Frontier orbital gap (spin up / spin down) (eV): 11.485 / 5.735
Expectation value of S²: 0.754

***

Arrangement two

Molecular formula: C4H13N3
Method: DFT, wB97M-V/def2-TZVPD

XYZ file:
```
20
Properties=species:S:1:pos:R:3:mulliken_charge:R:1
N 1.03802 0.18357 1.80300 -0.51
N -2.37739 -1.68140 0.04027 -0.55
N -0.45494 -0.35665 -0.67547 -0.05
C 2.20855 0.28330 0.79509 -0.45
C 0.03026 1.03319 -0.76901 -0.44
C 1.53731 1.16295 -0.42479 -0.60
C -1.92059 -0.74364 -0.96215 -0.32
H 2.22972 1.16113 -1.35162 0.40
H 0.00460 1.25473 -1.80069 0.36
H -2.32095 -1.28466 0.95315 0.21
H 0.17502 -0.46099 1.56904 0.04
H 1.52593 2.27499 -0.16981 0.31
H -3.28826 -2.03270 -0.25520 0.26
H -1.82084 -1.28466 -1.90316 0.34
H -2.66939 0.08159 -0.92252 0.37
H 1.27735 -0.16556 2.74440 0.28
H 2.34361 -0.67003 0.29847 0.27
H 3.22589 0.55460 1.23537 0.38
H 0.01287 -0.97220 0.02062 0.31
H -0.75678 1.66246 -0.22498 0.40
```

Net charge: +1
Spin multiplicity: 2
HOMO energy (spin up / spin down) (eV): -13.374 / -13.345
Frontier orbital gap (spin up / spin down) (eV): 10.497 / 5.855
Expectation value of S²: 0.755

***

Most stable structure: arrangement one

***

Arrangement one

Molecular formula: C23H24N2O5S
Method: DFT, wB97M-V/def2-TZVPD

XYZ file:
```
55
Properties=species:S:1:pos:R:3:mulliken_charge:R:1
S 0.54136 -3.15989 0.19982 1.23
O -0.70838 -3.39831 -0.46578 -0.71
O 1.77251 -0.34252 1.90044 0.11
O 1.39782 -4.27408 0.49769 -0.70
O 2.05565 -0.72470 4.09002 -0.62
O 2.84548 2.52965 0.34556 -0.68
N 0.10072 -2.40474 1.65345 -0.33
N -1.46949 1.27966 -0.20777 0.90
C 1.68862 -1.07973 3.00141 0.60
C 1.46546 -1.91706 -0.66514 -0.04
C -1.73343 2.09012 -2.56200 -1.79
C 0.84927 -1.17186 -1.64811 -0.25
C -0.53656 1.19360 0.77393 0.87
C 3.65900 1.17299 -2.60794 -1.70
C 1.97119 1.83563 0.83123 0.52
C -4.18626 -1.20767 -0.04644 -0.99
C -0.93433 0.70529 2.12001 -2.07
C -2.76730 0.72083 -0.14215 -1.24
C 3.50370 -0.72777 -0.99242 -0.54
C -0.94174 1.90393 -1.31730 0.94
C 1.07129 -2.44805 2.72548 -0.82
C -2.91610 -0.66083 -0.09569 0.19
C -3.88417 1.54690 -0.13518 -0.10
C 2.79600 -1.72359 -0.34772 -0.96
C -5.14965 0.98956 -0.08554 -0.72
C 2.31689 0.96644 2.04241 -1.25
C 2.89850 0.05637 -1.97132 0.76
C 0.34831 2.22318 -1.03374 -1.83
C -5.30192 -0.38640 -0.04206 -0.49
C 0.63834 1.76023 0.28676 1.37
C 1.57337 -0.19626 -2.31010 -0.27
H 4.68247 0.87646 -2.82513 0.49
H -0.81153 -2.74996 1.91038 0.40
H -0.81247 -0.37443 2.18919 0.10
H 3.69432 2.00879 -1.90753 0.23
H -1.98281 0.94218 2.30114 0.53
H -3.75552 2.61894 -0.15863 0.55
H 0.63774 -2.80880 3.66102 0.43
H 1.05028 2.72096 -1.66998 0.70
H 1.10275 0.37897 -3.09258 0.41
H 4.53782 -0.54991 -0.73753 0.47
H 3.40804 0.90426 2.12183 0.39
H 1.94029 1.42800 2.96412 0.53
H -6.01761 1.63167 -0.07883 0.40
H -2.53832 2.81096 -2.41914 0.37
H -0.33534 1.17397 2.89599 0.45
H -2.18142 1.14746 -2.87662 0.35
H 3.18028 1.50638 -3.52477 0.36
H -4.29853 -2.28063 -0.01902 0.48
H -6.29078 -0.81784 -0.00540 0.41
H -0.18132 -1.37583 -1.89091 0.59
H 3.26160 -2.35688 0.39012 0.52
H 1.87649 -3.13937 2.44279 0.33
H -2.04643 -1.30195 -0.10984 0.65
H -1.08417 2.45569 -3.35244 0.42
```

Net charge: 0
Spin multiplicity: 1
SMILES: Cc1ccc(S(=O)(=O)NCC(=O)OCC(=O)c2cc(C)n(-c3ccccc3)c2C)cc1
HOMO energy (eV): -8.281
Frontier orbital gap (eV): 8.749

***

Arrangement two

Molecular formula: C23H24N2O5S
Method: DFT, wB97M-V/def2-TZVPD

XYZ file:
```
55
Properties=species:S:1:pos:R:3:mulliken_charge:R:1
S 3.42134 -1.00362 0.93371 1.37
O -2.30572 -2.30132 0.65730 -0.28
O 1.42176 -1.21682 -2.07824 -0.65
O 3.59412 0.34168 1.39338 -0.67
O 1.76380 2.28361 -1.62273 -0.62
O 4.20823 -2.05489 1.49743 -0.70
N 3.13413 0.07702 -1.37473 0.00
N 3.82891 -0.94698 -0.73570 -0.58
C -3.63635 3.06898 1.55444 -0.71
C 0.73973 -0.44188 1.12158 -0.30
C -2.79122 1.79858 -0.30472 -0.56
C -4.36458 -1.58394 -1.43979 -0.66
C 1.91018 -0.11665 -1.90867 0.00
C -0.59422 -0.77383 1.03225 -0.58
C -0.28383 1.12072 -2.09281 -1.12
C 1.23402 1.18415 -2.36106 0.52
C -4.30923 -3.52481 0.20622 -0.82
C 1.33473 -2.73750 0.70139 -0.94
C 1.00523 3.62875 0.27379 -1.22
C -1.32334 3.33748 0.90635 0.76
C -3.82480 2.13478 0.52318 -0.54
C -2.41615 3.65602 1.73989 -0.81
C -0.41376 2.07370 -0.94136 1.15
C -0.97897 -2.09238 0.75631 0.60
C 0.80027 2.68732 -0.73916 0.09
C -4.78155 -3.02156 -1.15808 -0.67
C -0.05670 3.93582 1.08192 -1.00
C -2.78908 -3.59610 0.34035 -0.71
C 1.69304 -1.42924 0.95015 -0.19
C -0.00138 -3.07796 0.60582 -0.52
C -1.51882 2.38503 -0.13470 0.89
H -1.36542 -0.03081 1.15827 0.64
H -4.78326 -1.24803 -2.38613 0.44
H -0.86852 1.44800 -2.95515 0.47
H -4.71346 -4.52454 0.37447 0.40
H -0.27040 -4.10244 0.40716 0.44
H -4.71889 -0.92730 -0.64907 0.23
H 3.41912 1.00430 -1.08117 0.42
H 1.97461 4.08085 0.40400 0.50
H -4.46576 3.32058 2.19874 0.40
H 0.06559 4.65339 1.87963 0.41
H -4.79762 1.68487 0.38904 0.45
H -2.26934 4.37734 2.53090 0.41
H -4.68566 -2.86708 0.99101 0.26
H -3.28286 -1.50005 -1.49196 -0.02
H -2.34170 -3.94908 -0.59778 0.46
H 3.62707 -1.83088 -1.19286 0.36
H 1.05659 0.56852 1.32735 0.69
H -4.38659 -3.67602 -1.93887 0.33
H -2.51772 -4.29300 1.14502 0.52
H 2.10825 -3.48073 0.58925 0.39
H -0.57726 0.10001 -1.84001 0.06
H -2.93179 1.08091 -1.09841 0.46
H -5.87118 -3.09183 -1.18974 0.32
H 1.47396 1.33941 -3.41865 0.41
```

Net charge: 0
Spin multiplicity: 1
SMILES: CCCCOc1ccc(S(=O)(=O)NNC(=O)[C@H]2Cc3c(ccc4ccccc34)O2)cc1
HOMO energy (eV): -8.145
Frontier orbital gap (eV): 8.488

***

Most stable structure: arrangement one